C33H26BBiF4N3O2PS as an isolated structure, computed with the ωB97M-V functional and the def2-TZVPD basis.

```
72
Properties=species:S:1:pos:R:3:forces:R:3:mulliken_charge:R:1
Bi -0.932 -2.781 -1.812 0.1 -0.4 -0.5 1.276
O 2.826 -0.730 -2.537 0.0 0.0 -0.1 -0.752
S 2.183 -1.766 -1.778 0.0 -0.1 -0.2 1.418
O 2.030 -3.093 -2.325 0.0 0.0 0.0 -0.730
N 0.652 -1.371 -1.421 -0.1 0.2 0.0 -0.405
C -0.135 -0.115 -1.496 0.2 0.0 0.2 1.499
C 0.176 0.765 -2.680 -0.1 -0.1 0.0 -0.848
C -0.450 1.901 -2.954 0.0 0.0 0.0 -1.204
C -1.492 2.686 -2.210 0.1 0.0 -0.1 -1.609
C -3.242 0.953 -1.524 -0.1 0.1 0.1 0.377
C -4.617 1.072 -1.659 0.0 0.1 -0.1 -1.274
C -5.423 -0.024 -1.939 0.0 0.0 0.0 -0.686
C -4.825 -1.263 -2.041 0.0 0.0 0.0 -0.827
N -3.510 -1.417 -1.916 -0.2 -0.1 0.0 -0.697
C -2.750 -0.343 -1.692 0.4 -0.1 0.0 1.125
C 3.039 -1.917 -0.248 0.0 0.0 0.1 0.144
C 2.705 -2.957 0.611 0.1 0.0 0.0 -0.336
C 3.400 -3.086 1.800 0.0 0.0 0.0 -0.801
C 4.409 -2.186 2.121 0.0 0.0 0.0 -0.472
C 4.732 -1.153 1.255 0.0 0.0 0.0 -0.751
C 4.049 -1.015 0.053 -0.1 -0.1 0.1 -0.176
H 0.937 0.393 -3.351 0.0 0.0 0.0 0.600
H -0.127 2.397 -3.865 0.0 0.0 0.0 0.446
H -0.992 3.582 -1.822 0.0 0.0 0.0 0.524
H -5.067 2.045 -1.512 0.0 0.0 0.0 0.537
H -6.494 0.080 -2.040 0.0 0.0 0.0 0.432
H -5.403 -2.164 -2.206 0.0 0.0 0.0 0.431
H 1.932 -3.665 0.349 0.0 0.0 0.0 0.477
H 3.154 -3.895 2.475 0.0 0.0 0.0 0.482
H 4.955 -2.299 3.049 0.0 0.0 0.0 0.426
H 5.525 -0.460 1.503 0.0 0.0 0.0 0.444
H 4.305 -0.236 -0.648 0.0 0.0 0.0 0.580
N -1.423 -0.760 -1.634 -0.2 0.2 0.3 -0.661
P -0.120 0.853 0.112 0.2 -0.1 0.0 2.428
C -1.590 1.682 0.199 -0.3 0.2 0.1 0.002
C -2.106 1.968 1.502 0.1 -0.1 -0.1 -1.151
C -3.120 2.835 1.728 -0.1 0.1 -0.2 -1.217
C -3.608 3.582 0.593 -0.1 0.0 0.2 -0.421
C -3.238 3.309 -0.661 0.1 0.0 -0.1 -2.013
C -2.353 2.129 -1.050 -0.1 0.0 0.0 3.219
C 1.356 1.913 0.197 0.0 0.1 -0.1 0.508
C 2.400 1.933 -0.720 0.1 -0.1 0.1 -0.529
C 3.408 2.884 -0.610 0.0 0.0 0.0 -0.819
C 3.379 3.817 0.414 0.0 0.0 0.0 -0.648
C 2.340 3.801 1.336 0.0 0.0 0.0 -0.680
C 1.329 2.863 1.223 0.0 0.0 0.0 -0.945
C 0.022 -0.338 1.454 0.1 0.0 0.1 0.649
C -1.003 -1.271 1.630 0.0 0.0 0.0 -0.598
C -0.930 -2.201 2.652 0.0 0.0 0.0 -0.854
C 0.148 -2.182 3.530 0.0 0.0 0.0 -0.616
C 1.156 -1.245 3.374 0.0 0.0 0.0 -0.791
C 1.104 -0.331 2.330 0.0 -0.1 -0.1 -0.700
H -1.635 1.486 2.354 0.0 -0.1 0.0 0.364
H -3.479 3.036 2.726 0.0 0.0 0.0 0.419
H -4.274 4.421 0.764 0.0 0.0 0.0 0.453
H -3.592 3.932 -1.476 0.0 0.0 0.0 0.500
H -2.193 3.053 -2.966 0.0 0.0 0.0 0.676
H 2.448 1.217 -1.526 0.0 0.0 0.0 0.562
H 4.213 2.892 -1.333 0.0 0.0 0.0 0.483
H 4.156 4.566 0.487 0.0 0.0 0.0 0.408
H 2.308 4.531 2.134 0.0 0.0 0.0 0.438
H 0.506 2.876 1.928 0.0 0.0 0.0 0.517
H -1.874 -1.244 0.986 0.0 0.0 0.0 0.561
H -1.718 -2.931 2.773 0.0 0.0 0.0 0.477
H 0.194 -2.897 4.340 0.0 0.0 0.0 0.432
H 1.992 -1.226 4.060 0.0 0.0 0.0 0.419
H 1.909 0.379 2.196 0.0 0.0 0.0 0.363
F -0.234 -4.116 -0.018 -0.1 0.5 0.1 -0.130
B -0.330 -5.539 -0.511 0.0 -0.4 -0.5 0.285
F -0.082 -5.430 -1.900 0.0 0.1 0.2 -0.402
F -1.630 -5.918 -0.291 -0.1 0.0 0.1 -0.326
F 0.613 -6.265 0.133 0.1 0.0 0.2 -0.310
```
Positions in Å, forces in eV/Å.

Summary:
Kohn-Sham gap	0.1773	hartree
total charge	0
highest occupied orbital energy	-6.61	eV
energy relative to the best compared isomer or geometry (same formula, charge and spin)	286.5	kJ/mol